No. 1
The following is a quantum chemistry calculation of an isolated ion of composition HO3P2S2 and charge -1 in a non-equilibrium geometry, from the Open Molecules 2025 dataset.

Calculated values
* E_HOMO: -0.1416 Ha
* total charge: -1
* LUMO level: 0.1196 hartree
* E: -46408.90801 eV
* molar mass: 175.1 g/mol
* structure (SMILES): [O-]P1#S#P1OSO
* HOMO-LUMO gap: 7.11 eV

```
8
HO3P2S2 ωB97M-V with the def2-TZVPD basis set
O -3.30 0.28 -1.33
P -2.31 -0.24 -0.36
S -0.44 -1.00 -1.59
P -0.41 0.90 -0.79
O 0.18 0.63 0.81
S 1.68 0.90 1.42
O 2.38 -0.65 1.40
H 2.22 -0.82 0.45
```

Atomic partial charges in e from the natural (NBO) method, atoms 1 to 5: number 1, O, carries -1.15; number 2, P, carries 0.94; number 3, S, carries -0.62; number 4, P, carries 0.46; number 5, O, carries -0.98

No. 2
The following is a quantum chemistry calculation of one molecule with the formula C5H15N3 in a non-equilibrium geometry, from the Open Molecules 2025 dataset.

Calculated values
* E_HOMO: -0.3029 Ha
* total charge: 0
* LUMO level: 0.0409 hartree
* E: -9896.62463 eV
* molar mass: 117.2 g/mol
* structure (SMILES): CN[C@H](CN)CCN
* HOMO-LUMO gap: 9.35 eV

```
23
C5H15N3 ωB97M-V with the def2-TZVPD basis set
C -0.95 -1.96 -1.72
N 0.03 -1.69 -0.66
C 0.18 -0.27 -0.26
C 1.65 0.12 -0.07
N 2.37 0.39 -1.31
C -0.84 -0.26 0.95
C -1.39 1.10 1.20
N -0.32 1.91 1.94
H -1.86 -1.57 -1.43
H -0.97 -3.03 -1.76
H -0.72 -1.37 -2.70
H 0.94 -2.12 -0.89
H -0.15 0.49 -1.03
H 2.08 -0.38 0.69
H 1.53 1.05 0.64
H 3.34 0.44 -1.22
H 2.03 1.19 -1.84
H -1.69 -1.00 0.89
H -0.32 -0.47 1.88
H -1.70 1.60 0.27
H -2.27 1.08 1.88
H -0.50 2.82 1.62
H -0.46 1.95 2.92
```

Atomic partial charges in e from the natural (NBO) method, atoms 1 to 5: number 1, C, carries -0.40; number 2, N, carries -0.64; number 3, C, carries -0.04; number 4, C, carries -0.26; number 5, N, carries -0.85

No. 3
The following is a quantum chemistry calculation of one molecule with the formula C21H32N4O3, from the Open Molecules 2025 dataset.

Calculated values
* E_HOMO: -0.3079 Ha
* total charge: 0
* LUMO level: 0.0279 hartree
* E: -34400.36988 eV
* molar mass: 388.5 g/mol
* structure (SMILES): CC[C@H]1Oc2ccccc2N(CC(=O)NCCCN2CCN(CC)CC2)C1=O
* HOMO-LUMO gap: 9.14 eV

```
60
C21H32N4O3 ωB97M-V with the def2-TZVPD basis set
C 2.95 1.31 1.68
C 3.00 2.51 0.74
C 3.74 2.24 -0.58
O 5.13 2.04 -0.40
C 5.51 0.77 -0.10
C 6.70 0.57 0.59
C 7.11 -0.71 0.91
C 6.32 -1.80 0.56
C 5.15 -1.61 -0.14
C 4.75 -0.34 -0.51
N 3.60 -0.09 -1.29
C 2.99 -1.17 -2.04
C 1.91 -1.88 -1.20
O 2.08 -2.97 -0.70
N 0.79 -1.14 -1.10
C -0.35 -1.53 -0.29
C -0.48 -0.65 0.96
C -1.85 -0.84 1.61
N -2.92 -0.53 0.68
C -3.14 0.89 0.52
C -4.17 1.13 -0.58
N -5.43 0.51 -0.22
C -6.48 0.81 -1.18
C -7.86 0.49 -0.64
C -5.21 -0.91 -0.05
C -4.18 -1.15 1.05
C 3.04 1.13 -1.34
O 1.99 1.34 -1.93
H 2.38 1.57 2.57
H 3.95 1.02 2.00
H 2.47 0.46 1.21
H 1.98 2.82 0.49
H 3.50 3.35 1.24
H 3.66 3.15 -1.20
H 7.28 1.43 0.87
H 8.03 -0.86 1.45
H 6.62 -2.80 0.84
H 4.53 -2.47 -0.39
H 3.75 -1.89 -2.34
H 2.53 -0.73 -2.93
H 0.78 -0.22 -1.51
H -1.26 -1.43 -0.88
H -0.21 -2.57 -0.01
H -0.34 0.40 0.67
H 0.30 -0.90 1.68
H -1.91 -0.23 2.52
H -1.95 -1.89 1.90
H -2.20 1.37 0.23
H -3.50 1.35 1.45
H -4.33 2.21 -0.70
H -3.78 0.73 -1.53
H -6.32 0.27 -2.14
H -6.42 1.88 -1.39
H -8.62 0.91 -1.30
H -8.03 -0.58 -0.57
H -7.98 0.93 0.35
H -6.15 -1.38 0.24
H -4.86 -1.38 -0.99
H -4.02 -2.23 1.16
H -4.57 -0.75 2.00
```

Atomic partial charges in e from the natural (NBO) method, atoms 1 to 5: number 1, C, carries -0.62; number 2, C, carries -0.41; number 3, C, carries 0.01; number 4, O, carries -0.48; number 5, C, carries 0.26

No. 4
The following is a quantum chemistry calculation of a 11-piece molecular cluster, C32H74N10O13 overall in a non-equilibrium geometry, from the Open Molecules 2025 dataset.

Calculated values
* E_HOMO: -0.3420 Ha
* total charge: 0
* LUMO level: 0.0038 hartree
* E: -75902.06043 eV
* molar mass: 807.0 g/mol
* structure (SMILES): COC(=O)OC.CNC(C)=O.CNC(C)=O.CNC(C)=O.CNC(C)=O.CNC(C)=O.CNC(C)=O.CNC(C)=O.CNC(C)=O.CNC(C)=O.CC(N)=O
* HOMO-LUMO gap: 9.41 eV

```
129
C32H74N10O13 ωB97M-V with the def2-TZVPD basis set
C -22.28 12.84 -29.24
O -21.88 12.62 -27.89
C -22.22 11.42 -27.28
O -22.86 10.52 -27.87
O -21.87 11.37 -26.02
C -21.53 10.25 -25.25
H -23.33 12.75 -29.50
H -21.66 12.18 -29.84
H -21.97 13.85 -29.53
H -21.11 10.66 -24.33
H -20.63 9.82 -25.69
H -22.36 9.60 -25.00
C -17.20 13.21 -33.19
N -16.18 12.89 -32.23
C -16.44 12.15 -31.12
C -15.31 11.65 -30.28
O -17.57 11.75 -30.79
H -16.69 13.34 -34.15
H -17.77 14.08 -32.85
H -17.97 12.44 -33.28
H -15.24 13.21 -32.39
H -14.41 12.26 -30.37
H -15.21 10.61 -30.61
H -15.48 11.57 -29.21
C -18.08 19.64 -21.67
N -17.89 18.25 -22.15
C -18.69 17.20 -21.85
C -18.15 15.88 -22.34
O -19.74 17.27 -21.19
H -18.15 19.53 -20.59
H -18.96 20.16 -22.07
H -17.27 20.35 -21.84
H -16.97 18.08 -22.52
H -17.38 15.62 -21.62
H -17.55 16.07 -23.23
H -18.96 15.15 -22.42
C -25.96 5.91 -31.82
N -26.53 4.91 -32.76
C -27.49 5.25 -33.61
C -27.99 4.16 -34.50
O -28.09 6.35 -33.60
H -25.68 5.38 -30.91
H -26.67 6.70 -31.59
H -25.07 6.46 -32.14
H -26.29 3.93 -32.67
H -29.07 4.16 -34.36
H -27.46 3.21 -34.42
H -27.81 4.53 -35.51
C -16.33 8.57 -36.04
N -17.62 8.73 -35.38
C -18.73 8.46 -35.93
C -19.99 8.35 -35.03
O -18.86 8.14 -37.13
H -15.86 7.75 -35.49
H -15.72 9.47 -36.04
H -16.39 8.25 -37.08
H -17.54 9.05 -34.42
H -20.82 8.93 -35.42
H -19.76 8.76 -34.05
H -20.34 7.32 -34.98
C -16.72 5.75 -27.80
N -15.98 5.90 -26.57
C -14.94 5.16 -26.23
C -14.05 4.46 -27.23
O -14.63 5.06 -25.05
H -17.12 4.76 -28.01
H -16.26 6.14 -28.71
H -17.60 6.37 -27.64
H -16.44 6.23 -25.74
H -14.46 4.42 -28.24
H -14.03 3.38 -27.08
H -13.11 4.99 -27.24
C -26.11 13.10 -22.00
N -27.48 12.82 -21.66
C -28.54 13.46 -22.18
C -29.81 12.97 -21.69
O -28.50 14.27 -23.15
H -25.84 14.04 -21.51
H -25.96 13.26 -23.06
H -25.35 12.35 -21.75
H -27.63 11.98 -21.11
H -30.49 13.78 -21.45
H -29.74 12.38 -20.77
H -30.35 12.27 -22.32
C -27.30 7.16 -21.40
N -26.99 7.91 -22.60
C -27.81 7.87 -23.71
C -27.27 8.54 -25.07
O -28.88 7.32 -23.69
H -28.02 7.84 -20.94
H -26.43 6.90 -20.81
H -27.91 6.28 -21.59
H -26.12 8.42 -22.61
H -28.05 8.58 -25.83
H -26.39 7.96 -25.35
H -26.96 9.57 -24.87
C -24.90 1.45 -21.95
N -24.45 1.46 -23.33
C -23.92 2.60 -23.87
C -23.64 2.62 -25.31
O -23.62 3.63 -23.30
H -25.17 2.32 -21.36
H -24.09 1.03 -21.36
H -25.66 0.66 -21.97
H -24.67 0.66 -23.91
H -24.43 2.26 -25.96
H -22.69 2.16 -25.57
H -23.60 3.70 -25.47
C -29.21 16.25 -34.36
N -28.48 15.08 -34.64
C -27.15 15.03 -34.51
C -26.51 13.63 -34.76
O -26.49 15.95 -34.06
H -28.56 17.00 -33.92
H -29.91 15.93 -33.59
H -29.74 16.75 -35.18
H -28.85 14.20 -34.99
H -26.85 12.89 -34.04
H -25.44 13.55 -34.93
H -26.90 13.36 -35.74
C -21.07 19.58 -32.55
C -19.71 20.13 -32.46
N -19.44 21.30 -33.11
O -18.79 19.46 -31.95
H -21.18 19.16 -31.56
H -21.13 18.75 -33.26
H -21.81 20.36 -32.77
H -20.20 21.72 -33.63
H -18.57 21.80 -33.19
```

Atomic partial charges in e from the Löwdin method, atoms 1 to 5: number 1, C, carries -0.06; number 2, O, carries -0.02; number 3, C, carries -0.52; number 4, O, carries 0.07; number 5, O, carries 0.00